ORCA calculation (wB97M-V/def2-TZVPD) on the molecule C3H7NO at a distorted geometry.

Results
Structure (SMILES): NCCC=O
Calculated total energy, hartree: -248.480045

XYZ file:
```
12
Properties=species:S:1:pos:R:3:nbo_charge:R:1
C 0.7135 -0.3217 -0.1663 -0.529
N -0.7738 0.2046 1.7135 -0.824
H 0.6434 0.8921 -2.0569 0.108
C 0.9647 -0.0597 -1.6170 0.437
H -0.6102 1.3092 -0.0234 0.185
H -1.6087 0.7133 1.9812 0.357
C -0.6367 0.2584 0.2626 -0.208
H -0.9443 -0.7587 1.9840 0.350
H 0.8721 -1.3718 0.0350 0.226
H 1.4185 0.2019 0.4930 0.244
H -1.4971 -0.1882 -0.2504 0.170
O 1.4585 -0.8795 -2.3552 -0.515
```